No. 1
This record from OMol25 describes a 6-piece molecular cluster, C16H32O18S4 overall at a distorted geometry. The level of theory is ωB97M-V with the def2-TZVPD basis set.

**E_LUMO**: 0.11 eV
**E**: -3575.77326 a.u.
**F_max**: 2.27 eV/Å
**2S+1**: 1
**Structure (SMILES)**: O=S1(=O)OCCO1.O=S1(=O)OCCO1.O=S1(=O)OCCO1.O=S1(=O)OCCO1.C1CCOC1.C1CCOC1
**Energy relative to the best compared isomer or geometry (same formula, charge and spin)**: 10.11 kcal/mol
**Charge**: 0
**Orbital gap**: 0.34589 hartree

Geometry as XYZ:
```
70
C16H32O18S4 ωB97M-V with the def2-TZVPD basis set
O -0.8345 -1.2244 2.9373
S -0.0828 -0.0286 3.1351
O 1.2016 0.1577 2.5371
O -1.0117 1.2607 2.7924
C -1.0209 2.1811 3.8929
C -0.1055 1.6094 5.0088
O -0.0531 0.2329 4.7029
H -0.6934 3.1251 3.4589
H -2.0176 2.3366 4.3076
H -0.4398 1.8053 6.0216
H 0.8957 2.0436 4.9090
O -1.9926 -4.7865 -0.1430
S -1.9268 -3.3736 -0.3746
O -1.3398 -2.5422 0.6315
O -1.2165 -3.0441 -1.7949
C -2.1647 -2.5153 -2.7257
C -3.2571 -1.8933 -1.8864
O -3.4000 -2.8283 -0.8206
H -1.6545 -1.8563 -3.4293
H -2.5075 -3.3480 -3.3483
H -4.2259 -1.7544 -2.3582
H -2.9442 -0.9386 -1.4479
O -3.7208 -0.7148 1.5479
S -4.2546 0.5748 1.8615
O -3.7705 1.7368 1.1832
O -5.8557 0.4997 1.8414
C -6.3922 1.3894 2.8184
C -5.4370 1.2652 4.0191
O -4.1922 0.8930 3.4390
H -6.2725 2.3729 2.3476
H -7.4355 1.1545 2.9920
H -5.7804 0.4764 4.6922
H -5.3333 2.1635 4.6218
O 0.0690 2.3791 -2.5167
S -0.5216 1.0885 -2.7329
O -1.0582 0.7290 -4.0131
O 0.5190 -0.0442 -2.1692
C 0.2693 -0.3642 -0.7956
C -0.9225 0.4769 -0.3651
O -1.5904 0.7623 -1.5758
H 0.0695 -1.4324 -0.7264
H 1.2209 -0.1645 -0.3042
H -0.5422 1.3948 0.0941
H -1.5267 -0.0659 0.3579
C 4.2888 1.2034 0.2175
C 3.6849 2.0931 -0.8744
C 2.7717 3.0175 -0.1005
O 3.4073 3.2332 1.1505
C 4.1830 2.0664 1.4685
H 5.3336 0.9804 -0.0075
H 3.8047 0.2312 0.3259
H 3.1427 1.5499 -1.6507
H 4.5253 2.5946 -1.3615
H 1.8489 2.4410 0.0655
H 2.5413 3.9033 -0.6896
H 3.6436 1.5187 2.2469
H 5.1542 2.4475 1.7864
C 4.4498 -1.7248 -3.5757
C 3.3523 -2.2226 -4.5263
C 2.1491 -2.4821 -3.5952
O 2.5966 -2.2697 -2.2768
C 4.0187 -2.3141 -2.2237
H 4.3859 -0.6478 -3.4275
H 5.4002 -2.0712 -3.9788
H 3.6363 -3.0713 -5.1502
H 3.1388 -1.4439 -5.2625
H 1.7175 -3.4597 -3.8277
H 1.4003 -1.7490 -3.9002
H 4.3827 -3.3367 -2.0724
H 4.2927 -1.6772 -1.3835
```

Mulliken atomic charge list, values in e, 2 entries: number 1, O, carries -0.496; number 2, S, carries 1.019

No. 2
This record from OMol25 describes one molecule with the formula C3H8OS2 at a distorted geometry. The level of theory is ωB97M-V with the def2-TZVPD basis set.

**E_LUMO**: 0.07 eV
**E**: -990.52341 a.u.
**F_max**: 4.34 eV/Å
**2S+1**: 1
**Structure (SMILES)**: CSC=[S@@H](C)=O
**Energy relative to the best compared isomer or geometry (same formula, charge and spin)**: 117.46 kcal/mol
**Charge**: 0
**Orbital gap**: 0.29668 hartree

Geometry as XYZ:
```
14
C3H8OS2 ωB97M-V with the def2-TZVPD basis set
C 0.0212 0.2402 -2.4290
S 0.4570 1.6758 -1.4246
C -0.3581 1.1545 0.0992
S 0.6744 0.0234 0.9902
C -0.5691 -0.9570 1.9148
O 1.3328 -0.8462 0.0498
H 0.2400 0.5334 -3.5955
H -1.1165 0.0167 -2.3939
H 0.6362 -0.7417 -2.0858
H -0.7045 2.1491 0.8094
H 1.6716 0.1559 2.1432
H -1.1596 -0.2970 2.4237
H -1.0157 -1.3050 0.9324
H -0.1098 -1.8022 2.5660
```

Mulliken atomic charge list, values in e, 2 entries: number 1, C, carries -0.642; number 2, S, carries -0.089

No. 3
This record from OMol25 describes a 13-piece molecular cluster, C42H103N11O8 overall at a distorted geometry. The level of theory is ωB97M-V with the def2-TZVPD basis set.

**E_LUMO**: -5.18 eV
**E**: -2865.58398 a.u.
**F_max**: 4.89 eV/Å
**2S+1**: 1
**Charge**: +2
**Orbital gap**: 0.21032 hartree

Geometry as XYZ:
```
164
C42H103N11O8 ωB97M-V with the def2-TZVPD basis set
N -23.4581 26.8886 15.3092
H -22.7225 26.6390 14.6636
H -24.0618 27.4714 14.7471
H -23.1988 27.4808 16.0852
H -23.9947 26.0818 15.5941
N -27.3842 22.7908 18.8043
H -26.9828 22.7012 17.8818
H -26.6625 22.8120 19.5105
H -28.1911 22.1833 18.8009
H -27.6887 23.7539 18.8066
N -18.9360 22.4239 15.6422
H -18.1136 22.8455 15.2347
H -19.6742 22.3099 14.9624
H -19.4302 22.9104 16.3765
H -18.7174 21.5294 16.0572
N -26.0902 27.0479 20.5090
H -25.2663 27.0994 19.9271
H -26.8277 27.7018 20.2884
H -25.9488 26.9819 21.5069
H -26.3134 26.1428 20.1205
N -18.7400 23.1155 18.6500
H -18.0163 22.4720 18.3631
H -19.5804 22.5639 18.7477
H -18.8173 23.8963 18.0140
H -18.4324 23.5418 19.5124
N -21.7208 19.6385 17.0694
H -22.3560 19.5234 16.2926
H -22.1181 19.1956 17.8856
H -21.6083 20.6299 17.2259
H -20.7791 19.3379 16.8625
C -23.2109 23.4449 14.9046
C -22.7187 22.2068 14.7147
C -23.7202 21.0601 14.8074
O -23.3816 19.8352 14.5958
C -25.0244 21.1799 15.3398
C -25.4028 22.4905 15.7593
C -24.5485 23.7549 15.3296
O -25.0794 24.8754 15.3534
O -26.5310 22.7147 16.3260
O -21.4455 22.1060 14.4684
H -22.5823 24.3200 14.9791
H -25.6186 20.2976 15.5265
C -22.0661 25.5846 17.7483
C -23.2549 25.6234 18.4114
C -23.8907 24.3291 18.9211
O -25.0066 24.2530 19.5590
C -23.2301 23.1546 18.7544
C -21.9670 23.0439 18.0253
C -21.3302 24.3677 17.4054
O -20.2619 24.3400 16.8294
O -21.3572 21.9465 17.9989
O -23.8206 26.7742 18.5294
H -21.4899 26.4733 17.5374
H -23.6544 22.2694 19.2047
C -27.2156 19.1998 22.6589
C -26.5478 20.4862 22.1162
N -25.9390 21.2593 23.2031
C -26.7914 22.2669 23.9338
C -26.2169 22.6060 25.3536
C -24.6482 21.9013 22.7301
C -23.4806 20.9253 23.0101
H -28.1038 19.3967 23.2591
H -26.5101 18.6026 23.2366
H -27.6190 18.6311 21.8211
H -25.8129 20.2356 21.3512
H -27.2838 21.1210 21.6228
H -26.7466 23.1989 23.3703
H -27.8000 21.8657 24.0333
H -25.3960 23.3200 25.2873
H -26.9606 23.1566 25.9297
H -25.8612 21.7365 25.9063
H -24.3733 22.7334 23.3783
H -24.5699 22.2650 21.7056
H -23.7259 19.8851 22.7958
H -23.3397 20.8799 24.0900
H -22.4946 21.0938 22.5769
C -16.8549 25.9607 20.4301
C -16.8581 24.7469 21.2920
N -18.1254 24.0454 21.1970
C -18.1538 22.9926 22.1170
C -17.1994 21.9255 21.7693
C -19.3403 24.8896 21.4465
C -20.6673 24.2126 21.2821
H -15.8289 26.2211 20.1702
H -17.3102 26.8470 20.8721
H -17.3358 25.8187 19.4622
H -15.9796 24.2008 20.9483
H -16.5396 24.9968 22.3040
H -17.7712 23.3389 23.0771
H -19.1132 22.4868 22.2257
H -16.1800 22.2146 22.0251
H -17.3754 21.0200 22.3500
H -17.1512 21.7863 20.6893
H -19.4234 25.7651 20.8025
H -19.2133 25.3409 22.4305
H -21.0582 23.6901 22.1552
H -20.6988 23.5346 20.4293
H -21.4816 24.9276 21.1644
C -24.1238 16.5937 17.8509
C -23.6304 17.0963 19.2405
N -22.9312 18.4345 19.1432
C -23.8820 19.5047 19.5659
C -25.1331 19.6978 18.6473
C -21.7794 18.4870 20.0561
C -20.6112 17.5353 19.5054
H -25.0023 15.9646 17.9940
H -23.3600 16.0830 17.2645
H -24.3581 17.4858 17.2701
H -24.4824 17.0958 19.9204
H -23.0086 16.3290 19.7018
H -24.1897 19.3577 20.6011
H -23.2708 20.3971 19.4309
H -25.6448 18.7400 18.7411
H -25.6962 20.5470 19.0343
H -24.9394 19.8988 17.5936
H -21.9653 18.1969 21.0902
H -21.2282 19.4269 20.0863
H -20.2722 17.8294 18.5121
H -20.7224 16.4549 19.4136
H -19.7587 17.8693 20.0968
C -19.1737 28.4309 19.1362
C -20.2936 28.8980 20.0735
N -19.8276 29.5508 21.2901
C -19.4264 30.9108 21.1727
C -20.4494 31.8140 20.4769
C -20.7640 29.2637 22.4108
C -20.0816 28.7669 23.6637
H -19.4693 27.4637 18.7295
H -18.3258 28.2289 19.7905
H -19.0735 29.1737 18.3448
H -21.0268 29.5325 19.5756
H -20.8683 27.9988 20.2956
H -19.0786 31.3017 22.1289
H -18.4319 30.8505 20.7308
H -21.4221 31.6168 20.9277
H -20.1941 32.8551 20.6747
H -20.4713 31.7072 19.3924
H -21.4594 28.4415 22.2425
H -21.1333 30.2458 22.7062
H -19.6569 27.8049 23.3768
H -20.6907 28.5369 24.5378
H -19.3426 29.4802 24.0289
C -20.2795 26.3612 14.2783
C -20.8368 27.1892 13.1560
N -22.2145 26.9398 12.7366
C -22.3968 25.6126 12.2260
C -23.9035 25.2577 12.0425
C -22.8429 27.9936 11.8310
C -22.1109 28.2324 10.4713
H -20.8114 26.6091 15.1968
H -19.2024 26.5097 14.3551
H -20.4751 25.2891 14.2962
H -20.7808 28.2500 13.4004
H -20.1951 27.1083 12.2786
H -22.0224 25.4064 11.2233
H -21.9163 24.8031 12.7754
H -23.8371 24.1872 11.8485
H -24.3980 25.2860 13.0134
H -24.3850 25.7581 11.2023
H -22.6122 28.8633 12.4462
H -23.8848 27.6737 11.8237
H -22.2507 27.4186 9.7598
H -21.0288 28.1969 10.5972
H -22.3791 29.2024 10.0527
```

Mulliken atomic charge list, values in e, 2 entries: number 1, N, carries 0.462; number 2, H, carries -0.343

No. 4
This record from OMol25 describes a 3-piece molecular cluster, C2H12NO2S overall at a distorted geometry. The level of theory is ωB97M-V with the def2-TZVPD basis set.

**E_LUMO**: -3.29 eV
**E**: -686.57544 a.u.
**F_max**: 1.72 eV/Å
**2S+1**: 1
**Energy relative to the best compared isomer or geometry (same formula, charge and spin)**: 12.85 kcal/mol
**Charge**: +1
**Orbital gap**: 0.36309 hartree

Geometry as XYZ:
```
18
C2H12NO2S ωB97M-V with the def2-TZVPD basis set
C -1.0730 -0.2749 0.7931
C -1.2711 0.6975 1.9439
S 0.0727 0.7068 3.1105
N -0.0614 0.3227 -0.1981
H -1.9283 -0.5072 0.1738
H -0.6480 -1.2333 1.0496
H -2.1985 0.3624 2.3905
H -1.4429 1.7250 1.6272
H -0.1310 -0.4531 3.7494
H -0.3872 1.2720 -0.4269
H -0.0037 -0.2213 -1.0596
H 0.8711 0.4543 0.1924
H 1.6501 0.8956 -2.4620
H 2.6248 2.0911 -2.6870
O 1.9796 1.7172 -2.0693
H 1.2073 -2.6692 -1.5109
H 0.4037 -2.5146 -2.7840
O 0.3360 -2.3709 -1.8326
```

Mulliken atomic charge list, values in e, 2 entries: number 1, C, carries -0.545; number 2, C, carries -0.699

No. 5
This record from OMol25 describes a 2-piece molecular cluster, C4H3N3O overall at a distorted geometry. The level of theory is ωB97M-V with the def2-TZVPD basis set.

**E_LUMO (spin up / spin down)**: -1.42 / -2.37 eV
**E**: -393.50832 a.u.
**F_max**: 3.55 eV/Å
**2S+1**: 1
**Energy relative to the best compared isomer or geometry (same formula, charge and spin)**: 132.46 kcal/mol
**Charge**: 0
**Orbital gap (spin up / spin down)**: 0.34431 / 0.29389 hartree

Geometry as XYZ:
```
11
C4H3N3O ωB97M-V with the def2-TZVPD basis set
C -2.4668 0.4163 0.3540
C 0.7791 -0.4067 0.7121
C 2.0220 -0.0299 0.3582
C 0.1831 -0.4860 -0.5051
N -2.6789 0.6858 1.4827
N 0.8832 -0.1841 -1.5400
N -2.2280 -0.0931 -0.8153
O 2.0870 0.0806 -1.0139
H 0.3492 -0.6401 1.6355
H 2.9140 0.1892 0.9071
H -1.8439 0.4681 -1.5754
```

Mulliken atomic charge list, values in e, 2 entries: number 1, C, carries 0.585; number 2, C, carries -0.188

No. 6
This record from OMol25 describes C7H13N as an isolated structure at a distorted geometry. The level of theory is ωB97M-V with the def2-TZVPD basis set.

**E_LUMO**: 1.06 eV
**E**: -329.01005 a.u.
**F_max**: 4.68 eV/Å
**2S+1**: 1
**Energy relative to the best compared isomer or geometry (same formula, charge and spin)**: 164.04 kcal/mol
**Charge**: 0
**Orbital gap**: 0.35542 hartree

Geometry as XYZ:
```
21
C7H13N ωB97M-V with the def2-TZVPD basis set
C 0.7717 1.3488 0.0553
C 1.8926 0.2774 -0.1700
C 1.4106 -1.2535 -0.0014
C -0.1120 -0.9839 -0.3360
C -1.6840 -0.8944 -0.6991
C -1.4130 0.2776 0.4081
C -0.6911 1.5242 -0.2845
H 0.6363 1.3591 1.1083
H 1.1306 2.3249 -0.4632
H 2.4039 0.2389 -1.1336
H 2.8249 0.2411 0.5450
H 1.9051 -1.6375 -0.9138
H 1.5513 -2.0231 0.8329
H 0.0622 -0.2147 -0.9812
H -1.9715 -0.6883 -1.7544
H -2.2481 -1.5706 -0.1532
H -2.1966 0.7451 1.1828
H -1.0320 2.4255 0.1431
H -0.8092 1.3341 -1.2693
H -0.7151 -1.3029 1.6101
N -0.3700 -0.4298 1.0588
```

Mulliken atomic charge list, values in e, 2 entries: number 1, C, carries -0.629; number 2, C, carries -0.581

No. 7
This record from OMol25 describes C50H50CsN9SSeSi as an isolated structure at a distorted geometry. The level of theory is ωB97M-V with the def2-TZVPD basis set.

**E_LUMO (spin up / spin down)**: -0.73 / 0.16 eV
**E**: -5537.33356 a.u.
**F_max**: 1.57 eV/Å
**2S+1**: 1
**Energy relative to the best compared isomer or geometry (same formula, charge and spin)**: 24.75 kcal/mol
**Charge**: 0
**Orbital gap (spin up / spin down)**: 0.17091 / 0.25580 hartree

Geometry as XYZ:
```
113
C50H50CsN9SSeSi ωB97M-V with the def2-TZVPD basis set
Cs -1.8288 -0.5397 -0.8672
N 1.4808 -4.2679 -3.2141
C 2.6495 -4.7987 -2.6259
C 3.3428 -5.8286 -3.2436
C 4.4894 -6.3550 -2.6584
C 4.9593 -5.8319 -1.4668
C 4.2789 -4.7809 -0.8599
C 3.1199 -4.2776 -1.4249
S 2.2311 -2.9727 -0.6200
N 1.2207 -2.3693 -1.8319
C 0.9831 -3.0156 -2.9002
C 0.1852 -2.3635 -3.9914
C 0.8081 -2.1642 -5.2203
C 0.1107 -1.5037 -6.2185
C -1.1837 -1.0915 -5.9637
C -1.7283 -1.3584 -4.7172
N -1.0631 -1.9737 -3.7391
H 1.2079 -4.6563 -4.0969
H 2.9723 -6.2250 -4.1850
H 5.0102 -7.1711 -3.1436
H 5.8539 -6.2331 -1.0056
H 4.6396 -4.3533 0.0721
H 1.8274 -2.4958 -5.3762
H 0.5765 -1.3077 -7.1768
H -1.7609 -0.5627 -6.7105
H -2.7501 -1.0696 -4.4874
C 0.7201 1.2219 -0.0123
Si 1.2715 0.8521 1.7078
C -0.0864 0.0339 2.7484
N -0.8824 -0.9882 2.0642
C -2.0882 -1.3740 2.7879
C -1.8100 -2.1094 4.1108
C -0.5565 -3.0006 3.9918
C -0.3257 -3.4110 2.5384
C -0.1340 -2.1765 1.6446
C 2.8789 -0.1205 1.6509
C 3.1741 -1.1632 2.5324
C 4.3792 -1.8505 2.4570
C 5.3197 -1.5034 1.4942
C 5.0542 -0.4588 0.6172
C 3.8475 0.2223 0.6986
C 1.6325 2.4305 2.6800
C 2.8944 2.7321 3.1970
C 3.1164 3.9107 3.8995
C 2.0780 4.8124 4.0952
C 0.8157 4.5319 3.5871
C 0.6018 3.3586 2.8779
H 1.4436 1.2909 -0.8234
H -0.1893 1.7891 -0.1955
H -0.7692 0.8494 3.0221
H 0.3521 -0.3116 3.7022
H -2.6666 -2.0314 2.1347
H -2.6966 -0.4863 2.9638
H -2.6857 -2.7138 4.3556
H -1.6802 -1.3911 4.9227
H -0.6604 -3.8857 4.6201
H 0.3252 -2.4618 4.3566
H -1.1840 -3.9920 2.1918
H 0.5517 -4.0538 2.4515
H -0.4383 -2.4481 0.6278
H 0.9225 -1.9205 1.6021
H 2.4520 -1.4540 3.2924
H 4.5842 -2.6592 3.1485
H 6.2593 -2.0385 1.4320
H 5.7860 -0.1804 -0.1313
H 3.6523 1.0377 0.0036
H 3.7117 2.0300 3.0620
H 4.1003 4.1234 4.3016
H 2.2512 5.7307 4.6439
H 0.0001 5.2288 3.7439
H -0.3942 3.1475 2.4919
C -5.6780 4.6028 -0.4388
C -6.4597 3.4785 -0.6990
C -5.9656 2.2026 -0.4784
C -4.6656 2.0216 0.0250
C -3.8848 3.1617 0.2907
C -4.3890 4.4323 0.0578
N -4.1685 0.7790 0.3705
N -4.5264 -0.2316 -0.4057
C -4.4786 -1.4989 0.0976
C -5.1636 -1.8457 1.2859
C -5.2619 -3.1712 1.6376
C -4.6529 -4.1451 0.8360
C -3.9598 -3.7134 -0.2784
N -3.8659 -2.4333 -0.6559
H -6.0691 5.5986 -0.6097
H -7.4697 3.6045 -1.0736
H -6.5652 1.3228 -0.6740
H -2.8891 3.0162 0.7068
H -3.7811 5.3082 0.2721
H -5.6334 -1.0590 1.8618
H -5.8196 -3.4618 2.5208
H -4.7125 -5.1980 1.0780
H -3.4407 -4.4246 -0.9178
C 1.9817 2.7651 -3.3913
N 0.9199 3.4139 -2.6536
C -0.4113 3.1698 -2.7986
Se -1.2361 2.0482 -3.9670
N -1.0371 3.9290 -1.8613
C -0.1220 4.6746 -1.1243
C -0.2597 5.5874 -0.0952
C 0.9035 6.1509 0.4133
C 2.1599 5.8048 -0.0822
C 2.2961 4.8867 -1.1166
C 1.1319 4.3348 -1.6244
H 1.5343 2.0580 -4.0838
H 2.6428 2.2335 -2.7030
H 2.5622 3.5026 -3.9469
H -2.0418 3.9126 -1.7446
H -1.2331 5.8537 0.3022
H 0.8347 6.8643 1.2242
H 3.0458 6.2642 0.3423
H 3.2684 4.6170 -1.5144
```

Mulliken atomic charge list, values in e, 2 entries: number 1, Cs, carries 1.544; number 2, N, carries -0.039